1.
Molecular formula: C41H49IrN2O6PS3
Method: DFT, ωB97M-V with the def2-TZVPD basis set

CARTESIAN COORDINATES (ANGSTROEM)
Ir -0.199 0.124 -0.392
C 0.479 1.260 5.717
C 0.421 -0.031 4.918
N 1.570 -0.166 4.014
C 2.781 -0.761 4.608
C 2.902 -2.239 4.283
C 1.584 0.262 2.758
S 0.096 1.011 2.154
N 2.723 0.143 2.091
C 2.926 0.334 0.793
O 2.058 0.413 -0.124
C 4.346 0.415 0.360
C 5.378 0.084 1.235
C 6.695 0.150 0.811
C 6.988 0.559 -0.483
C 5.963 0.894 -1.359
C 4.646 0.815 -0.942
H -0.362 1.310 6.409
H 0.431 2.125 5.055
H 1.398 1.322 6.300
H -0.500 -0.089 4.341
H 0.445 -0.899 5.578
H 2.705 -0.599 5.682
H 3.641 -0.209 4.242
H 2.036 -2.797 4.646
H 3.788 -2.653 4.764
H 2.987 -2.389 3.206
H 5.137 -0.232 2.240
H 7.494 -0.114 1.490
H 8.018 0.617 -0.810
H 6.196 1.217 -2.365
H 3.842 1.065 -1.623
O 0.004 -0.463 -2.576
S 0.203 -0.121 -4.050
C -1.355 -0.588 -4.858
C -2.605 -0.392 -4.000
C -3.023 -1.657 -3.254
C -4.247 -1.416 -2.373
S -3.827 -0.774 -0.707
O -2.322 -0.488 -0.784
C -4.043 -2.234 0.267
C -3.408 -3.429 -0.057
C -3.658 -4.544 0.723
C -4.526 -4.461 1.809
C -5.150 -3.264 2.122
C -4.910 -2.136 1.346
C 0.136 1.647 -4.192
C -0.695 2.426 -3.394
C -0.716 3.797 -3.586
C 0.086 4.378 -4.562
C 0.922 3.594 -5.343
C 0.955 2.218 -5.157
H -1.226 -1.631 -5.152
H -1.373 0.012 -5.768
H -3.421 -0.080 -4.655
H -2.453 0.417 -3.287
H -2.189 -2.038 -2.662
H -3.287 -2.432 -3.978
H -4.825 -2.321 -2.197
H -4.910 -0.670 -2.814
H -2.732 -3.478 -0.898
H -3.190 -5.490 0.481
H -4.722 -5.340 2.408
H -5.827 -3.205 2.963
H -5.393 -1.195 1.579
H -1.305 1.977 -2.622
H -1.361 4.414 -2.974
H 0.061 5.449 -4.711
H 1.552 4.050 -6.094
H 1.611 1.598 -5.756
C -3.612 4.456 1.150
C -3.627 3.060 1.165
C -2.523 2.340 0.751
C -1.355 2.982 0.313
C -0.174 2.253 -0.100
C 0.975 3.014 -0.422
C 0.988 4.400 -0.380
C -0.148 5.092 -0.014
C -1.334 4.402 0.338
C -2.475 5.118 0.745
H -4.483 5.013 1.467
H -4.510 2.537 1.507
H -2.548 1.262 0.782
H 1.868 2.497 -0.739
H 1.889 4.936 -0.646
H -0.144 6.175 0.019
H -2.441 6.200 0.748
C 0.192 -4.605 -0.594
O -0.130 -3.194 -0.691
P 0.660 -2.122 0.180
O 2.198 -2.401 -0.028
C 2.817 -2.161 -1.314
O 0.574 -2.593 1.692
C -0.719 -2.632 2.327
H -0.191 -5.073 -1.496
H -0.293 -5.028 0.284
H 1.268 -4.751 -0.524
H 2.467 -2.899 -2.035
H 3.885 -2.267 -1.155
H 2.590 -1.153 -1.657
H -1.185 -3.599 2.145
H -1.368 -1.835 1.955
H -0.548 -2.499 3.391

Values from the calculation:
- spin multiplicity = 6
- E_LUMO (spin up / spin down) (eV) = -4.61 / -7.77
- net charge = +2
- highest occupied orbital energy (spin up / spin down) (eV) = -11.98 / -13.09
- gap between HOMO and LUMO (spin up / spin down) (eV) = 7.366 / 5.322
- relative energy (zero: lowest compared OMol25 entry of this formula, charge and spin) (kcal/mol) = 0.00

Mulliken population analysis, charges in e, atoms 1 to 2: number 1, Ir, carries 3.520; number 2, C, carries -1.254



2.
Molecular formula: C41H49N4O3RbS3Sb2
Method: DFT, ωB97M-V with the def2-TZVPD basis set

CARTESIAN COORDINATES (ANGSTROEM)
Rb 0.451 0.482 -0.527
C 1.484 2.572 -3.544
C 0.585 1.367 -3.560
N 1.139 0.258 -3.228
N 0.293 -0.846 -3.303
C 0.828 -1.957 -2.911
S 2.338 -2.345 -2.203
S -0.214 -3.393 -3.104
C -1.709 -2.781 -3.936
C -1.631 -2.652 -5.431
C -1.825 -3.769 -6.240
C -1.764 -3.668 -7.622
C -1.513 -2.439 -8.215
C -1.331 -1.319 -7.415
C -1.388 -1.421 -6.034
C -0.842 1.576 -3.924
C -1.107 2.204 -5.138
C -2.394 2.442 -5.599
C -3.456 2.061 -4.782
C -3.232 1.474 -3.557
C -1.925 1.203 -3.049
O -1.756 0.698 -1.890
H 2.506 2.269 -3.318
H 1.467 3.087 -4.508
H 1.143 3.298 -2.800
H -2.449 -3.547 -3.686
H -2.019 -1.837 -3.483
H -2.017 -4.731 -5.777
H -1.914 -4.550 -8.235
H -1.465 -2.354 -9.294
H -1.147 -0.351 -7.866
H -1.254 -0.552 -5.404
H -0.265 2.486 -5.765
H -2.563 2.908 -6.562
H -4.478 2.236 -5.107
H -4.063 1.194 -2.917
C 4.178 -4.066 0.457
Sb 3.016 -2.426 1.235
C 4.629 -1.034 0.933
C 3.533 -2.938 3.324
C 4.328 -1.973 4.128
C 5.709 -2.154 4.225
C 6.511 -1.327 4.993
C 5.927 -0.292 5.708
C 4.560 -0.092 5.615
C 3.739 -0.894 4.817
C 2.298 -0.559 4.700
Sb 1.833 0.900 3.102
C 3.069 2.428 3.975
C -0.005 1.431 4.068
H 5.180 -4.029 0.887
H 4.229 -3.994 -0.627
H 3.704 -5.012 0.719
H 5.573 -1.474 1.255
H 4.458 -0.110 1.483
H 4.665 -0.811 -0.133
H 4.082 -3.878 3.239
H 2.575 -3.154 3.797
H 6.157 -2.981 3.685
H 7.580 -1.497 5.041
H 6.529 0.360 6.330
H 4.100 0.723 6.164
H 1.933 -0.087 5.615
H 1.673 -1.426 4.488
H 2.729 2.670 4.984
H 2.988 3.306 3.337
H 4.104 2.091 4.017
H 0.215 1.998 4.974
H -0.526 0.510 4.324
H -0.622 2.035 3.408
O -4.620 6.055 4.008
C -3.312 6.400 4.196
O -3.062 7.265 5.001
C -2.309 5.675 3.396
C -0.955 5.907 3.664
C 0.032 5.259 2.958
C -0.267 4.335 1.935
S 0.966 3.489 1.078
C -1.636 4.118 1.666
C -2.622 4.767 2.375
H -4.661 5.328 3.376
H -0.698 6.608 4.447
H 1.074 5.447 3.188
H -1.902 3.427 0.876
H -3.648 4.551 2.087
N -0.417 -1.505 2.194
C -1.356 -1.493 1.515
N -2.381 -1.491 0.698
C -2.313 -2.130 -0.616
C -3.266 -3.338 -0.674
C -4.152 -3.403 0.567
C -4.775 -2.036 0.837
C -3.679 -0.987 1.117
H -1.285 -2.440 -0.794
H -2.526 -1.366 -1.365
H -2.688 -4.260 -0.788
H -3.897 -3.246 -1.561
H -3.557 -3.704 1.434
H -4.927 -4.163 0.441
H -5.466 -2.078 1.682
H -5.364 -1.733 -0.034
H -3.618 -0.752 2.179
H -3.886 -0.055 0.581

Values from the calculation:
- E_LUMO (eV) = 3.50
- net charge = -2
- highest occupied orbital energy (eV) = -2.42
- gap between HOMO and LUMO (eV) = 5.922
- relative energy (zero: lowest compared OMol25 entry of this formula, charge and spin) (kcal/mol) = 3.52

Mulliken population analysis, charges in e, atoms 1 to 2: number 1, Rb, carries 0.863; number 2, C, carries -1.404



3.
Molecular formula: C41H50AlN4O4PS2
Method: DFT, ωB97M-V with the def2-TZVPD basis set

CARTESIAN COORDINATES (ANGSTROEM)
Al 1.089 0.236 0.369
C 3.262 3.049 -2.446
O 4.027 2.831 -1.223
C 3.318 1.963 -0.524
N 2.185 1.571 -0.954
C 1.934 2.272 -2.225
C 1.580 1.392 -3.398
C 1.455 0.014 -3.310
C 1.125 -0.724 -4.440
C 0.920 -0.096 -5.658
C 1.051 1.285 -5.750
C 1.377 2.021 -4.625
C 3.824 1.426 0.751
C 4.916 1.845 1.487
C 5.166 1.201 2.694
C 4.352 0.152 3.104
C 3.298 -0.198 2.285
N 3.037 0.445 1.156
C 2.356 -1.319 2.424
N 1.474 -1.455 1.512
C 0.891 -2.788 1.687
C 1.369 -3.156 3.113
O 2.483 -2.238 3.353
C 1.437 -3.770 0.661
C 1.088 -5.113 0.776
C 1.585 -6.053 -0.112
C 2.441 -5.661 -1.132
C 2.791 -4.326 -1.255
C 2.292 -3.386 -0.363
H 3.840 2.650 -3.277
H 3.130 4.120 -2.571
H 1.112 2.970 -2.063
H 1.554 -0.485 -2.355
H 1.012 -1.796 -4.360
H 0.642 -0.673 -6.529
H 0.886 1.788 -6.694
H 1.457 3.102 -4.696
H 5.536 2.654 1.129
H 5.998 1.513 3.309
H 4.519 -0.383 4.028
H -0.192 -2.721 1.622
H 1.767 -4.163 3.186
H 0.618 -2.974 3.880
H 0.412 -5.425 1.566
H 1.302 -7.093 -0.009
H 2.821 -6.392 -1.834
H 3.451 -4.010 -2.053
H 2.564 -2.344 -0.476
C -0.810 4.658 3.368
C -1.150 3.779 4.553
C -2.646 3.626 4.757
O -0.512 2.483 4.506
P -0.439 1.322 3.419
S 0.209 -0.251 4.365
S 0.676 2.032 1.866
O -1.877 1.208 2.755
C -2.916 0.232 3.007
C -4.180 0.796 2.383
C -2.544 -1.085 2.356
H -1.279 5.633 3.508
H -1.181 4.223 2.442
H 0.267 4.794 3.277
H -0.712 4.208 5.455
H -3.103 3.191 3.871
H -3.094 4.604 4.936
H -2.851 2.984 5.614
H -3.030 0.125 4.089
H -4.046 0.888 1.303
H -4.428 1.775 2.789
H -5.011 0.118 2.578
H -2.136 -0.869 1.362
H -3.435 -1.704 2.248
H -1.802 -1.625 2.944
C -1.013 -3.713 -2.648
C -1.356 -2.848 -1.432
C -2.299 -3.628 -0.510
C -1.934 -1.508 -1.819
C -3.058 -1.490 -2.632
C -3.648 -0.307 -3.047
C -3.063 0.880 -2.639
C -1.936 0.913 -1.830
C -1.385 2.269 -1.447
C -2.274 2.967 -0.418
C -1.197 3.192 -2.659
C -1.329 -0.295 -1.346
N -0.267 -0.308 -0.513
H -0.467 -4.608 -2.339
H -0.400 -3.164 -3.364
H -1.917 -4.039 -3.169
H -0.433 -2.631 -0.893
H -3.250 -3.817 -1.015
H -2.518 -3.075 0.404
H -1.869 -4.596 -0.238
H -3.494 -2.433 -2.950
H -4.530 -0.310 -3.676
H -3.506 1.815 -2.967
H -0.418 2.089 -0.971
H -3.291 3.066 -0.808
H -1.896 3.970 -0.197
H -2.310 2.395 0.509
H -2.156 3.587 -2.999
H -0.738 2.667 -3.499
H -0.577 4.058 -2.399

Values from the calculation:
- E_LUMO (eV) = -1.27
- highest occupied orbital energy (eV) = -5.43
- gap between HOMO and LUMO (eV) = 4.162
- relative energy (zero: lowest compared OMol25 entry of this formula, charge and spin) (kcal/mol) = 1.86

Mulliken population analysis, charges in e, atoms 1 to 2: number 1, Al, carries -2.998; number 2, C, carries -0.359



4.
Molecular formula: C41H50BaN9OS
Method: DFT, ωB97M-V with the def2-TZVPD basis set

CARTESIAN COORDINATES (ANGSTROEM)
Ba 0.228 0.145 1.385
C 0.622 3.316 0.338
C 1.019 3.432 1.681
C -0.140 3.453 2.484
C -1.261 3.400 1.628
C -0.788 3.254 0.309
C -1.636 3.168 -0.931
C -2.678 3.744 2.011
C -0.159 3.657 3.973
C 2.403 3.676 2.209
C 1.489 3.439 -0.887
H -1.602 4.089 -1.530
H -2.683 2.981 -0.683
H -1.316 2.356 -1.593
H -2.684 4.388 2.896
H -3.339 2.908 2.229
H -3.155 4.316 1.210
H -0.004 4.706 4.262
H 0.626 3.078 4.470
H -1.114 3.346 4.406
H 2.674 2.965 2.996
H 2.498 4.680 2.642
H 3.153 3.601 1.419
H 1.149 4.268 -1.521
H 1.494 2.542 -1.507
H 2.526 3.658 -0.617
C 2.156 -4.476 1.425
C 1.221 -3.347 1.742
N 1.617 -2.161 2.024
N 2.951 -1.879 1.917
C 3.221 -0.625 2.281
O 2.435 0.233 2.763
C 4.648 -0.228 2.005
C 4.959 1.121 1.895
C 6.249 1.523 1.574
C 7.244 0.576 1.379
C 6.942 -0.776 1.503
C 5.650 -1.177 1.806
C -0.247 -3.566 1.777
C -0.802 -4.686 1.164
C -2.176 -4.840 1.142
C -2.964 -3.887 1.762
C -2.327 -2.816 2.372
N -1.011 -2.640 2.382
H 3.172 -4.164 1.644
H 2.100 -4.750 0.367
H 1.900 -5.364 2.007
H 4.174 1.843 2.063
H 6.475 2.578 1.478
H 8.252 0.887 1.132
H 7.716 -1.519 1.356
H 5.396 -2.224 1.887
H -0.162 -5.407 0.674
H -2.624 -5.688 0.640
H -4.043 -3.954 1.770
H -2.913 -2.054 2.875
S -0.957 -1.517 -1.020
C -2.630 -1.020 -1.002
N -3.461 -1.240 -1.978
N -2.966 -1.867 -3.044
C -3.712 -1.992 -4.202
C -3.133 -2.612 -5.312
C -3.855 -2.766 -6.482
C -5.166 -2.314 -6.572
C -5.738 -1.700 -5.465
C -5.028 -1.533 -4.288
N -3.325 -0.387 0.038
N -2.695 -0.016 1.042
C -3.518 0.518 2.080
C -4.883 0.744 1.919
C -5.629 1.209 2.987
C -5.029 1.431 4.223
C -3.677 1.176 4.387
C -2.925 0.713 3.319
H -1.961 -2.036 -3.047
H -2.112 -2.969 -5.246
H -3.387 -3.246 -7.333
H -5.728 -2.435 -7.488
H -6.757 -1.336 -5.518
H -5.468 -1.049 -3.429
H -5.327 0.569 0.949
H -6.686 1.407 2.858
H -5.617 1.802 5.053
H -3.202 1.346 5.345
H -1.869 0.516 3.457
C 4.074 0.506 -2.856
C 2.716 -0.173 -3.021
C 2.050 0.292 -4.312
C 2.882 -1.698 -3.046
N 1.823 0.280 -1.943
N 2.228 -0.062 -0.622
H 4.695 0.327 -3.737
H 4.614 0.121 -1.988
H 3.939 1.582 -2.733
H 2.670 0.049 -5.176
H 1.889 1.371 -4.280
H 1.079 -0.194 -4.439
H 3.505 -2.002 -3.890
H 1.908 -2.185 -3.141
H 3.367 -2.069 -2.140
H 0.900 -0.132 -2.069
H 3.016 0.523 -0.359
H 2.552 -1.028 -0.562

Values from the calculation:
- E_LUMO (eV) = 1.89
- net charge = -1
- highest occupied orbital energy (eV) = -3.43
- gap between HOMO and LUMO (eV) = 5.324
- relative energy (zero: lowest compared OMol25 entry of this formula, charge and spin) (kcal/mol) = 7.00

Mulliken population analysis, charges in e, atoms 1 to 2: number 1, Ba, carries 0.798; number 2, C, carries 0.513